A gas-phase ion, C3H4NO (charge -1) at a distorted geometry, computed with the ωB97M-V functional and the def2-TZVPD basis.

CARTESIAN COORDINATES (ANGSTROEM)
C  1.421  -0.624  0.279
C  0.367  -0.029  -0.276
C  -1.109  -0.051  -0.260
N  -0.681  1.333  -0.655
O  -0.775  2.247  0.247
H  2.475  -0.305  0.214
H  1.427  -1.630  0.802
H  -1.715  -0.635  -1.081
H  -1.409  -0.307  0.730

Output
maximum force	0.048	hartree/bohr
SMILES	C=C1CN1[O-]
molecular weight	70.07	Da
ΔE to the lowest compared entry with this formula, charge and spin	2.2950	eV
HOMO	-0.0719	Eh
orbital gap	6.58	eV
charge	-1